The following is a DFT calculation (ωB97M-V/def2-TZVPD) of an isolated molecule of C4H3N3.

The geometry in XYZ format:
```
10
Properties=species:S:1:pos:R:3:forces:R:3:lowdin_charge:R:1
N -1.2800 -0.7155 0.3237 -7.734 -5.488 5.915 0.075
N 2.6174 0.6069 -1.8506 -6.763 2.725 4.177 0.125
N 0.0119 1.2425 2.3002 1.763 -0.298 -9.714 0.106
C 1.6166 0.9106 -1.1742 6.929 -3.209 -3.849 -0.174
C 0.5221 0.6767 -0.3078 -1.930 -0.833 2.590 -0.261
C 0.2666 1.1737 1.0593 -0.502 0.758 8.176 -0.157
C -0.3336 -0.4355 -0.4103 6.032 0.728 -8.198 -0.237
H -0.2121 -1.1444 -1.3877 -0.256 2.093 2.112 0.195
H -1.2160 -0.7981 1.3696 0.189 1.392 -1.213 0.143
H -1.9929 -1.5168 0.0777 2.272 2.133 0.004 0.185
```
Positions in Å, forces in eV/Å.

Calculated values
**E_LUMO**: -0.1764 eV
**Charge**: 0
**SMILES**: N#CC(C#N)=CN
**Gap between HOMO and LUMO**: 9.01 eV
**HOMO**: -9.2 eV

---

The following is a DFT calculation (ωB97M-V/def2-TZVPD) of a structure of composition C42H38ClGeNO5SW.

The geometry in XYZ format:
```
90
Properties=species:S:1:pos:R:3:forces:R:3:lowdin_charge:R:1
W 0.0715 0.0225 0.4606 -1.246 -0.259 1.085 1.589
Ge 2.1044 -2.5528 -0.1273 0.200 0.163 0.110 0.964
Cl 4.6099 7.6810 4.5381 -0.011 -0.008 0.001 0.655
S -2.2899 1.1270 0.7786 0.092 -0.078 0.023 0.669
O -0.7699 -1.4509 1.3550 0.037 -0.133 -0.154 -0.298
O -0.7839 -2.2349 3.4369 -0.120 0.043 0.062 0.140
O 0.3736 4.2075 2.4259 0.154 -0.184 -0.231 -0.030
O 0.6949 1.8251 1.1358 -0.086 0.374 0.164 -0.200
O 0.0514 0.6502 2.8404 0.002 -0.284 -0.338 0.029
N -1.2230 -1.1356 -1.0334 0.195 -0.053 0.025 -0.002
C -2.6606 -0.9256 2.7420 0.086 -0.027 0.109 -0.150
C 1.7952 -0.5838 0.0629 0.208 -0.426 -0.256 -0.319
C 1.1399 -2.2963 -2.8911 0.020 0.056 -0.016 -0.131
C 0.0538 1.1984 -1.4171 0.209 0.258 -0.126 -0.275
C 0.2622 1.7654 2.3592 0.496 0.323 -0.491 -0.631
C 3.4996 2.4521 -2.4292 0.011 0.017 0.007 -0.090
C -1.3181 -1.5640 2.6057 0.061 -0.005 -0.303 -0.511
C 1.2495 3.4026 -1.1244 0.015 -0.002 -0.009 -0.054
C 1.1762 6.2888 3.0762 0.008 -0.039 0.069 0.005
C 1.2445 2.0954 -1.6099 -0.058 -0.013 0.052 -0.309
C -0.0734 3.0439 3.0730 0.008 -0.010 0.199 -0.082
C 4.0322 -2.8089 -0.3379 -0.008 0.014 0.111 -0.271
C 3.6301 5.2778 3.7882 0.009 -0.030 -0.044 -0.069
C -5.2456 -0.0220 3.2111 -0.029 0.007 -0.017 -0.085
C 1.5199 -3.6271 1.3748 -0.013 -0.030 -0.030 -0.298
C 4.9351 -1.7806 -0.5878 0.003 0.030 -0.058 -0.102
C 1.3186 -3.1688 -1.8171 0.008 -0.013 0.024 -0.285
C -3.1413 0.1662 1.9988 -0.052 0.014 -0.009 -0.558
C -3.4717 -1.5298 3.7090 -0.017 0.031 0.017 -0.023
C 3.0741 2.9634 3.0439 -0.003 -0.008 -0.033 -0.011
C 1.4257 4.9265 2.9529 -0.116 0.116 0.121 -0.225
C -4.4533 0.5896 2.2618 -0.008 0.012 0.021 -0.138
C 0.6584 -4.9924 -3.2679 -0.031 0.007 -0.029 -0.077
C 2.6747 4.3952 3.2848 0.012 0.016 -0.072 -0.177
C 2.2865 -3.6164 2.5382 0.036 0.002 0.022 -0.101
C 0.7787 -5.1682 3.5797 0.017 -0.012 -0.011 -0.084
C -4.7571 -1.0942 3.9492 0.023 -0.016 -0.006 -0.083
C 2.3610 4.2179 -1.2789 -0.016 -0.008 0.036 -0.078
C 0.4744 -4.1075 -4.3210 -0.005 -0.008 0.006 -0.083
C 2.3870 1.6404 -2.2695 -0.017 0.008 0.003 -0.079
C 4.5146 -4.1166 -0.2739 0.034 -0.030 0.021 -0.107
C 6.2842 -2.0491 -0.7843 0.010 -0.007 0.011 -0.086
C 1.0770 -4.5268 -2.0289 -0.030 -0.040 0.024 -0.106
C 1.9170 -4.3775 3.6360 -0.030 -0.016 0.005 -0.077
C 5.8597 -4.3903 -0.4689 0.027 0.019 0.001 -0.084
C 0.7171 -2.7544 -4.1318 0.010 -0.016 0.019 -0.077
C 2.1428 7.1516 3.5566 0.023 0.012 0.001 -0.102
C 0.3776 -4.4217 1.3335 -0.067 0.004 -0.017 -0.126
C 3.4939 3.7459 -1.9259 0.023 0.006 -0.005 -0.099
C 6.7474 -3.3544 -0.7285 -0.008 -0.013 0.005 -0.090
C 3.3697 6.6272 3.9224 -0.002 0.028 0.019 -0.668
C 0.0098 -5.1925 2.4263 0.007 0.001 0.008 -0.084
H -0.2486 -4.4344 0.4478 0.019 0.006 0.005 0.095
H 6.2177 -5.4104 -0.4123 -0.003 -0.004 -0.006 0.103
H 3.8388 -4.9371 -0.0547 -0.019 0.016 -0.012 0.102
H 0.1476 -4.4719 -5.2862 0.000 0.000 -0.002 0.104
H 2.5165 -4.3522 4.5368 0.000 0.005 0.004 0.104
H 0.2498 2.9810 4.1137 0.043 0.010 0.011 0.154
H -0.0159 0.5385 -2.2810 0.040 0.026 -0.036 0.043
H 3.1847 -3.0106 2.5962 -0.004 0.005 -0.034 0.107
H 1.3327 -1.2371 -2.7604 0.011 -0.006 0.024 0.071
H -1.5648 -0.5413 -1.7792 -0.022 0.022 0.006 0.062
H 4.3713 2.0737 -2.9489 0.004 -0.002 0.001 0.100
H 2.3430 5.2249 -0.8806 0.001 0.005 -0.007 0.103
H -3.0517 -2.3574 4.2648 0.000 0.006 0.010 0.118
H 2.4120 0.6290 -2.6614 -0.012 0.003 -0.022 0.094
H -0.8846 -5.8009 2.3817 -0.001 -0.001 0.001 0.105
H 2.8406 2.6608 2.0236 -0.073 -0.004 -0.030 0.083
H 2.6857 -0.0488 -0.2640 -0.046 0.032 -0.057 -0.003
H 1.9485 8.2102 3.6534 -0.004 0.003 -0.001 0.106
H 0.3818 3.7740 -0.5936 -0.006 0.009 -0.025 0.113
H 0.4753 -6.0498 -3.4099 0.001 -0.002 -0.006 0.105
H 4.6101 4.8993 4.0480 0.000 0.005 0.012 0.111
H -2.0224 -1.4303 -0.4802 0.048 -0.022 -0.026 0.064
H -5.3702 -1.5777 4.6974 0.001 -0.003 0.003 0.101
H 4.6023 -0.7500 -0.6381 -0.017 -0.004 -0.005 0.082
H -0.8583 1.8012 -1.3772 0.002 -0.016 -0.056 0.036
H -1.1687 3.0592 3.0566 0.003 0.025 0.057 0.145
H 4.1498 2.8590 3.1762 -0.006 -0.005 0.035 0.084
H 0.5881 -2.0564 -4.9493 -0.005 -0.003 -0.004 0.106
H 7.7980 -3.5654 -0.8805 0.003 0.002 0.000 0.102
H -0.7839 -1.9565 -1.4535 0.002 0.065 0.047 0.053
H -4.8385 1.4308 1.7000 0.010 0.006 -0.005 0.090
H 6.9728 -1.2365 -0.9782 -0.002 0.004 -0.002 0.102
H 1.2146 -5.2390 -1.2228 0.027 0.028 0.001 0.096
H 2.5973 2.2600 3.7286 -0.062 -0.004 0.012 0.090
H 0.1987 6.6540 2.7915 0.000 0.000 -0.010 0.124
H 4.3632 4.3806 -2.0384 -0.001 0.003 -0.015 0.098
H -6.2515 0.3426 3.3779 -0.001 0.000 0.003 0.104
H 0.4876 -5.7605 4.4376 -0.001 0.000 0.002 0.104
```
Positions in Å, forces in eV/Å.

Calculated values
**E_LUMO**: -0.6568 eV
**Charge**: 0
**Gap between HOMO and LUMO**: 7.12 eV
**HOMO**: -7.8 eV

---

The following is a DFT calculation (ωB97M-V/def2-TZVPD) of a cluster of 2 separate species, C4H10N3 in total.

The geometry in XYZ format:
```
17
Properties=species:S:1:pos:R:3:forces:R:3:lowdin_charge:R:1
N -0.4059 1.6795 -1.9797 0.856 3.474 -0.663 0.061
N -0.4976 -1.5136 1.5404 -0.929 -1.435 -3.559 -0.073
N -0.1889 0.6658 -0.1488 2.092 3.055 2.222 0.083
C 0.3753 2.0423 0.2191 -3.788 -6.038 -5.896 0.157
C 0.6485 -2.2860 1.0773 2.352 -0.299 0.836 -0.183
C -0.6309 0.4348 -1.4853 0.106 3.656 3.366 -0.028
C 0.1209 2.5774 -1.0786 -0.195 1.432 -1.748 0.039
H 0.7829 2.1807 1.1517 0.897 0.864 1.655 0.098
H -0.4575 -1.3122 2.4899 -0.280 -0.032 1.925 0.058
H 0.5866 -2.7343 0.0823 -0.726 0.345 0.013 0.071
H -1.3223 -2.0580 1.2241 0.350 0.834 1.205 0.107
H -0.7084 1.9210 -2.9027 0.100 0.613 -0.281 0.164
H -0.6902 -0.4315 -1.9693 0.255 -3.323 -1.934 0.090
H -0.3262 -0.0624 0.4783 -0.254 -1.892 2.510 0.011
H 0.9328 -3.1583 1.7408 -0.267 1.039 -0.499 0.093
H 0.2540 3.6428 -1.4434 -0.059 -1.514 0.608 0.171
H 1.5268 -1.5879 1.0040 -0.511 -0.781 0.242 0.079
```
Positions in Å, forces in eV/Å.

Calculated values
**Expectation value of S²**: 2.007
**E_LUMO (spin up / spin down)**: -3.5775 / -7.6538 eV
**Charge**: +1
**2S+1**: 3
**Gap between HOMO and LUMO (spin up / spin down)**: 7.02 / 5.62 eV
**HOMO (spin up / spin down)**: -10.6 / -13.3 eV

---

The following is a DFT calculation (ωB97M-V/def2-TZVPD) of a cluster of 2 separate species, C12H16BrN2 in total.

The geometry in XYZ format:
```
31
Properties=species:S:1:pos:R:3:forces:R:3:lowdin_charge:R:1
Br -2.8597 -0.1289 0.1323 1.293 0.904 0.632 0.697
N 3.6252 2.5303 2.9393 -3.453 -1.090 -2.463 0.016
N -2.0033 -2.0995 -2.4598 0.087 -0.046 -0.075 -0.030
C -3.1541 -2.3841 -3.1478 -0.007 -0.038 -0.026 -0.142
C 2.7977 0.9463 0.7778 -0.515 3.690 4.383 0.068
C 2.2045 3.0620 3.1808 -1.231 -2.649 -3.433 0.057
C -2.8008 -2.8370 -4.3991 -0.309 0.082 0.202 -0.107
C -0.9210 -2.3574 -3.2602 -0.008 -0.062 -0.085 -0.155
C 3.9598 1.5534 1.8136 -3.848 0.134 -0.780 0.056
C -1.3873 -2.8206 -4.4703 0.367 0.092 0.136 -0.113
C -1.2391 0.6458 1.0731 1.086 -0.668 1.359 -0.685
C 1.2658 1.4791 1.0338 2.093 0.732 1.139 -0.079
C 0.9395 2.5481 2.2335 5.024 -1.062 -0.038 0.048
C 0.0458 0.8807 0.0749 0.347 -0.303 0.929 -0.179
C -0.8307 -0.4558 2.2545 -1.186 0.135 0.254 -0.167
H -3.4871 -3.1453 -5.1772 0.118 0.060 0.152 0.096
H -4.1233 -2.2416 -2.6887 0.143 -0.054 -0.109 0.106
H -1.9596 -1.7526 -1.5104 -0.074 -0.172 -0.439 0.014
H -0.0579 -0.0240 3.0342 -1.498 -0.823 -1.732 0.080
H 4.3728 2.8771 3.6001 -1.041 -0.665 -1.219 0.159
H -0.4525 -1.4768 1.8159 -0.669 2.139 0.698 0.097
H -0.1338 2.9666 2.4766 2.546 -0.976 -0.634 0.121
H 1.9395 3.8422 4.0291 1.225 -1.873 -1.827 0.144
H 3.1234 0.1832 -0.0509 -0.804 1.736 1.848 0.125
H 5.0600 1.1950 1.6383 -2.248 1.050 0.816 0.136
H -1.8484 -0.6762 2.8325 2.348 0.419 -1.161 0.091
H -0.7756 -3.1137 -5.3136 -0.103 0.055 0.150 0.093
H -0.1745 1.5585 -0.8562 0.457 -1.079 2.004 0.141
H 0.4077 -0.1723 -0.3255 -0.748 2.198 0.855 0.129
H 0.0856 -2.1912 -2.9007 -0.129 -0.075 -0.097 0.095
H -1.6185 1.6089 1.6201 0.735 -1.792 -1.440 0.088
```
Positions in Å, forces in eV/Å.

Calculated values
**E_LUMO**: -5.4633 eV
**Charge**: +1
**Gap between HOMO and LUMO**: 4.42 eV
**HOMO**: -9.9 eV

---

What did we get for E? Answer: -318.36235; -5056.65838; -322.23254; -3149.82544 Ha, in the order shown.
What did we get for relative energy (zero: lowest compared OMol25 entry of this formula, charge and spin)? Answer: 321.3; 94.0; 196.6; 673.4 kJ/mol, in the order shown.
What did we get for largest force on an atom? Answer: 11.18; 1.67; 9.25; 5.75 eV/A, in the order shown.